Record 1
Density functional theory data (the ωB97M-V functional and the def2-TZVPD basis) for a 2-piece molecular cluster, C9H11BrNO overall in a non-equilibrium geometry.

Last column: Löwdin charge in e.
Atoms and positions in Å:
C (1.198, -2.194, 2.519)  -0.05
C (1.528, -0.867, 2.553)  -0.07
C (0.354, -2.602, 1.495)  -0.06
C (0.848, 0.107, 1.794)  -0.01
C (-0.095, -1.720, 0.512)  -0.02
C (0.053, -0.288, 0.744)  -0.19
C (-1.191, 2.356, -1.577)  -0.04
C (-2.207, 1.154, -1.683)  -0.11
C (-0.635, 0.586, -0.189)  -0.25
N (-0.239, 1.761, -0.587)  0.14
O (-1.794, 0.194, -0.781)  0.06
Br (1.746, -0.597, -2.252)  0.55
H (1.841, -2.882, 3.213)  0.16
H (2.321, -0.555, 3.242)  0.12
H (-0.025, -3.589, 1.407)  0.11
H (0.905, 1.205, 1.874)  0.13
H (-0.565, -2.174, -0.389)  0.13
H (-0.575, 2.720, -2.512)  0.16
H (-1.490, 3.395, -1.192)  0.15
H (-3.159, 1.551, -1.409)  0.12
H (-2.382, 0.678, -2.667)  0.15
H (2.711, -1.355, -2.669)  -0.36
H (0.619, 2.208, -0.364)  0.16

Properties
E_LUMO   -4.1903 eV
ΔE to the lowest compared entry with this formula, charge and spin   9.5 kcal per mole
HOMO level   -0.479 Eh
Total charge   +1

***

Record 2
Density functional theory data (the ωB97M-V functional and the def2-TZVPD basis) for C9H11CdCl2F3NO5S as an isolated structure in a non-equilibrium geometry.

Last column: Löwdin charge in e.
Atoms and positions in Å:
C (0.035, 4.014, -0.383)  -0.11
C (-0.347, 2.467, -0.519)  -0.53
Cl (-0.121, 1.762, -2.205)  0.72
C (-0.830, 1.634, 0.515)  -0.58
Cl (-1.089, 2.414, 2.166)  0.67
N (-1.153, 0.213, 0.430)  -0.11
C (-0.008, -0.659, 0.111)  -0.19
C (1.268, -0.422, 1.095)  -0.17
C (2.295, -1.660, 1.038)  -0.30
S (2.649, -2.292, -0.664)  0.68
O (1.508, -3.096, -1.219)  -0.29
O (3.838, -3.229, -0.560)  -0.34
O (3.105, -1.097, -1.746)  -0.16
C (-2.385, -0.080, -0.319)  -0.07
C (-2.217, -0.953, -1.634)  -0.42
O (-2.012, -2.183, -1.714)  0.19
O (-2.369, -0.284, -2.856)  0.11
C (-3.459, -0.690, 0.745)  -0.32
F (-4.427, 0.277, 1.127)  0.09
F (-4.071, -1.872, 0.309)  0.12
F (-2.734, -1.024, 1.934)  0.06
H (0.140, 4.369, 0.691)  0.07
H (1.042, 4.240, -0.899)  0.10
H (-0.751, 4.639, -0.934)  0.11
H (0.394, -0.590, -0.953)  0.08
H (-0.344, -1.745, 0.311)  0.16
H (1.785, 0.580, 0.894)  0.12
H (0.866, -0.393, 2.169)  0.13
H (1.853, -2.542, 1.635)  0.15
H (3.310, -1.339, 1.497)  -0.20
H (2.332, -0.493, -1.889)  0.08
H (-2.839, 0.935, -0.641)  0.19
Cd (4.804, -0.937, 2.499)  0.96

Properties
E_LUMO   -9.8520 eV
HOMO level   -0.434 Eh
Total charge   +1

***

Record 3
Density functional theory data (the ωB97M-V functional and the def2-TZVPD basis) for a 2-piece molecular cluster, C9H11Cl2F4NO6S2 overall in a non-equilibrium geometry.

Last column: Löwdin charge in e.
Atoms and positions in Å:
C (0.269, -1.347, 2.227)  -0.07
C (-0.248, -1.178, 0.826)  -0.71
Cl (-1.564, -0.091, 0.672)  0.76
C (0.240, -1.836, -0.228)  -0.75
Cl (-0.477, -1.638, -1.790)  0.77
N (1.347, -2.711, -0.014)  -0.20
C (2.705, -2.092, -0.118)  -0.15
C (2.880, -0.921, -1.077)  -0.10
C (2.839, -1.305, -2.524)  -0.24
F (3.447, -2.449, -2.874)  0.09
C (2.255, -0.564, -3.446)  -0.36
F (1.793, -0.980, -4.599)  0.16
F (2.020, 0.723, -3.266)  0.14
S (1.159, -4.199, -0.724)  0.58
O (0.031, -4.821, -0.130)  -0.22
O (1.268, -4.179, -2.136)  -0.24
F (2.437, -4.858, -0.127)  -0.12
H (-0.233, -2.204, 2.682)  0.10
H (1.336, -1.558, 2.243)  0.07
H (0.096, -0.446, 2.809)  0.08
H (2.994, -1.754, 0.878)  0.12
H (3.426, -2.865, -0.378)  0.12
H (3.893, -0.541, -0.881)  0.14
H (2.211, -0.087, -0.870)  0.12
O (-1.427, 2.922, 2.479)  -0.23
S (-2.812, 2.956, 2.178)  0.56
O (-3.726, 2.066, 2.792)  -0.22
O (-2.983, 2.883, 0.588)  -0.22
C (-3.716, 4.018, 0.109)  -0.16
C (-3.386, 5.118, 1.097)  -0.16
O (-3.353, 4.450, 2.365)  -0.19
H (-4.780, 3.774, 0.119)  0.13
H (-3.405, 4.255, -0.904)  0.14
H (-4.132, 5.908, 1.116)  0.14
H (-2.401, 5.549, 0.905)  0.13

Properties
SMILES   C/C(Cl)=C(/Cl)N(CCC(F)=C(F)F)S(=O)(=O)F.O=S1(=O)OCCO1
E_LUMO   0.4441 eV
HOMO level   -0.341 Eh

***

Record 4
Density functional theory data (the ωB97M-V functional and the def2-TZVPD basis) for C9H11Cl2LiN4S as an isolated structure.

Last column: Löwdin charge in e.
Atoms and positions in Å:
Li (1.186, 0.060, 0.679)  0.44
C (-3.050, 0.356, -0.009)  -0.04
C (-1.566, 0.155, -0.042)  -0.29
N (-0.776, 0.386, 0.943)  -0.07
N (-1.277, 0.844, 2.105)  -0.04
C (-0.345, 1.014, 3.031)  -0.91
N (-0.809, 1.511, 4.202)  0.05
S (1.350, 0.693, 2.937)  0.46
C (-0.902, -0.344, -1.266)  -0.22
C (-1.620, -0.635, -2.424)  -0.01
C (-0.949, -1.098, -3.542)  -0.06
C (0.425, -1.263, -3.489)  -0.06
C (1.067, -0.950, -2.301)  -0.14
N (0.432, -0.506, -1.222)  0.04
H (-3.337, 0.715, 0.974)  0.06
H (-3.576, -0.579, -0.214)  0.08
H (-3.361, 1.087, -0.758)  0.08
H (-1.802, 1.587, 4.333)  0.09
H (-0.189, 1.535, 4.990)  0.07
H (-2.692, -0.499, -2.446)  0.11
H (-1.495, -1.328, -4.448)  0.11
H (0.990, -1.621, -4.337)  0.10
H (2.142, -1.059, -2.206)  0.09
Cl (3.523, 1.211, -0.139)  0.53
C (4.142, 0.019, 1.016)  -1.01
Cl (3.421, -1.574, 0.724)  0.53
H (3.851, 0.340, 2.010)  -0.03
H (5.215, -0.057, 0.898)  0.03

Properties
E_LUMO   0.1497 eV
ΔE to the lowest compared entry with this formula, charge and spin   0.0 kcal per mole
HOMO level   -0.270 Eh

***

Record 5
Density functional theory data (the ωB97M-V functional and the def2-TZVPD basis) for an isolated ion of composition C9H11ClN3O and charge +1 in a non-equilibrium geometry.

Last column: Löwdin charge in e.
Atoms and positions in Å:
C (1.444, 0.820, -0.733)  0.03
C (2.790, 0.865, -0.904)  -0.02
C (1.839, -0.534, 1.209)  -0.04
C (0.915, 0.091, 0.419)  -0.28
C (3.673, 0.171, 0.070)  -0.79
C (-1.321, -1.918, -0.157)  -0.11
C (-2.714, -0.110, 0.059)  -0.04
C (-1.380, 0.677, -0.028)  -0.38
C (-1.496, 2.117, 0.566)  0.00
N (3.142, -0.532, 0.988)  0.07
N (-0.390, 0.003, 0.765)  0.17
N (-0.981, -3.125, -0.484)  0.20
O (-2.448, -1.414, -0.556)  0.03
Cl (5.287, 0.153, -0.197)  0.86
H (0.757, 1.379, -1.227)  0.08
H (3.238, 1.457, -1.709)  0.12
H (1.556, -1.194, 2.036)  0.14
H (-2.987, -0.284, 1.055)  0.13
H (-3.295, 0.415, -0.648)  0.13
H (-1.106, 0.742, -1.058)  0.12
H (-2.251, 2.076, 1.296)  0.06
H (-1.958, 2.808, -0.254)  0.13
H (-0.644, 2.638, 0.974)  0.09
H (-0.065, -3.608, -0.418)  0.16
H (-1.607, -3.693, -1.065)  0.15

Properties
E_LUMO (spin up / spin down)   -5.5894 / -5.5943 eV
ΔE to the lowest compared entry with this formula, charge and spin   39.1 kcal per mole
HOMO level (spin up / spin down)   -0.448 / -0.468 Eh
Total charge   +1

***

Record 6
Density functional theory data (the ωB97M-V functional and the def2-TZVPD basis) for a 2-piece molecular cluster, C9H11F2NO2S overall in a non-equilibrium geometry.

Last column: Löwdin charge in e.
Atoms and positions in Å:
N (-1.287, -2.098, 2.492)  -0.05
S (-1.713, -1.662, 0.874)  0.64
O (-3.121, -1.558, 0.664)  -0.29
O (-1.013, -2.627, 0.067)  -0.32
C (-0.952, -0.079, 0.752)  -0.35
F (-1.792, 0.781, 1.342)  0.04
C (0.347, 0.168, 0.526)  -0.20
C (0.898, 1.438, 0.708)  -0.07
C (2.193, 1.693, 0.711)  -0.04
C (3.211, 0.646, 0.438)  -0.03
C (2.688, -0.588, 0.062)  -0.04
C (1.233, -0.956, 0.200)  -0.14
H (-1.754, -2.954, 2.843)  0.09
H (-1.380, -1.233, 2.939)  0.02
H (0.297, 2.156, 1.226)  0.12
H (2.454, 2.648, 1.085)  0.10
H (4.159, 1.025, 0.504)  0.06
H (3.212, -1.469, -0.416)  0.13
H (1.219, -1.727, 0.933)  0.11
H (1.118, -1.616, -0.743)  0.16
C (-1.798, 1.315, -3.559)  0.04
C (-1.589, 1.275, -2.272)  -0.20
F (-0.476, 1.866, -1.757)  0.00
H (-2.688, 0.822, -3.944)  0.07
H (-1.211, 1.992, -4.043)  0.03
H (-2.253, 0.742, -1.631)  0.10

Properties
SMILES   NS(=O)(=O)/C(F)=C1/C=CC=CC1.C=CF
E_LUMO (spin up / spin down)   -0.4379 / -0.4380 eV
ΔE to the lowest compared entry with this formula, charge and spin   68.8 kcal per mole
HOMO level (spin up / spin down)   -0.308 / -0.308 Eh

***

Record 7
Density functional theory data (the ωB97M-V functional and the def2-TZVPD basis) for a 2-piece molecular cluster, C9H11FN2 overall in a non-equilibrium geometry.

Last column: Löwdin charge in e.
Atoms and positions in Å:
C (1.824, -0.744, 3.103)  -0.11
C (0.755, 0.087, 3.017)  -0.12
C (2.036, -1.652, 2.045)  -0.10
C (-0.204, 0.025, 2.020)  -0.04
C (1.195, -1.710, 0.957)  -0.03
C (0.024, -0.818, 0.865)  -0.21
C (0.858, 3.077, -2.099)  0.01
C (-0.788, -0.633, -0.208)  -0.14
C (0.060, 2.055, -2.184)  -0.24
N (-2.977, -0.050, -0.919)  0.02
N (-2.031, -0.184, -0.006)  -0.15
F (-0.089, 1.275, -3.294)  -0.02
H (2.618, -0.515, 3.769)  0.09
H (0.475, 0.804, 3.771)  0.10
H (2.988, -2.295, 2.045)  0.13
H (-1.039, 0.700, 1.927)  0.09
H (1.328, -2.542, 0.306)  0.09
H (1.542, 3.389, -2.883)  0.06
H (1.039, 3.648, -1.161)  0.08
H (-0.677, -0.882, -1.332)  0.16
H (-0.603, 1.770, -1.299)  0.11
H (-2.548, -0.166, -1.847)  0.03
H (-2.534, -0.068, 0.929)  0.18

Properties
E_LUMO (spin up / spin down)   0.1458 / -0.2097 eV
ΔE to the lowest compared entry with this formula, charge and spin   56.8 kcal per mole
HOMO level (spin up / spin down)   -0.263 / -0.279 Eh

***

Record 8
Density functional theory data (the ωB97M-V functional and the def2-TZVPD basis) for C9H11IN3 as an isolated structure in a non-equilibrium geometry.

Last column: Löwdin charge in e.
Atoms and positions in Å:
C (-2.016, -0.280, -0.544)  -0.10
C (-1.079, -1.322, -0.761)  0.03
C (-1.923, 1.000, -0.263)  -0.03
C (0.306, -1.322, -0.637)  -0.07
C (0.828, -0.527, 0.894)  -0.28
C (-0.726, 1.880, -0.231)  -0.18
C (0.530, 1.333, -0.890)  -0.08
C (1.074, -0.073, -0.484)  -0.18
C (1.184, -1.506, 2.913)  -0.64
N (0.079, -0.649, 2.935)  0.00
N (-0.064, -0.138, 1.805)  0.09
N (1.741, -1.383, 1.638)  0.07
I (-0.108, -3.402, 3.239)  0.73
H (-3.027, -0.673, -0.639)  0.12
H (-1.583, -2.256, -1.163)  0.16
H (-2.847, 1.590, -0.638)  0.17
H (0.966, -2.179, -0.874)  0.16
H (-1.013, 2.795, -0.652)  0.11
H (-0.524, 2.166, 0.752)  0.10
H (0.173, 1.113, -1.979)  0.17
H (1.327, 1.956, -0.880)  0.08
H (2.161, -0.157, -0.894)  0.20
H (1.862, -1.626, 3.884)  0.15
H (2.782, -1.609, 1.421)  0.21

Properties
E_LUMO   -5.9302 eV
ΔE to the lowest compared entry with this formula, charge and spin   74.5 kcal per mole
HOMO level   -0.464 Eh
Total charge   +1

***

Record 9
Density functional theory data (the ωB97M-V functional and the def2-TZVPD basis) for C9H11N in the gas phase in a non-equilibrium geometry.

Last column: Löwdin charge in e.
Atoms and positions in Å:
C (-0.264, 2.808, 0.283)  -0.04
C (-1.066, 0.355, -0.100)  -0.05
C (1.257, -0.229, 1.521)  0.13
C (0.841, 3.332, 0.951)  -0.10
C (-0.218, 1.390, 0.326)  -0.18
C (0.924, 1.054, 1.113)  -0.34
C (-0.675, -0.872, -0.423)  -0.31
C (0.690, -1.377, -0.738)  -0.09
C (-1.746, -1.888, -0.815)  -0.05
N (1.513, 2.297, 1.509)  0.07
H (-0.969, 3.558, -0.310)  0.14
H (-1.970, 0.750, -0.217)  0.08
H (2.299, -0.150, 1.807)  0.01
H (1.102, 4.407, 1.137)  0.13
H (0.783, -2.247, -0.191)  0.05
H (1.473, -0.582, -0.398)  0.08
H (0.725, -1.440, -1.921)  0.13
H (-1.775, -1.868, -2.001)  0.13
H (-2.709, -1.697, -0.537)  0.03
H (-1.611, -2.918, -0.585)  0.06
H (2.243, 2.368, 2.116)  0.11

Properties
E_LUMO (spin up / spin down)   -0.2831 / -0.2822 eV
ΔE to the lowest compared entry with this formula, charge and spin   97.2 kcal per mole
HOMO level (spin up / spin down)   -0.283 / -0.283 Eh

***

Record 10
Density functional theory data (the ωB97M-V functional and the def2-TZVPD basis) for C9H11N in the gas phase in a non-equilibrium geometry.

Last column: Löwdin charge in e.
Atoms and positions in Å:
C (2.369, -1.229, 0.034)  -0.05
C (2.673, 0.108, -0.042)  0.00
C (0.978, -1.332, 0.148)  -0.03
C (1.451, 0.840, 0.024)  -0.35
C (1.115, 2.152, 0.001)  0.20
C (-1.218, 1.545, 0.773)  0.14
C (-0.984, 0.204, 0.140)  -0.65
C (-1.481, 0.092, -1.316)  -0.04
C (-1.745, -0.791, 1.034)  -0.05
N (0.434, -0.124, 0.131)  -0.01
H (3.052, -2.057, 0.017)  0.10
H (3.646, 0.553, -0.138)  0.11
H (0.391, -2.226, 0.245)  0.13
H (1.827, 2.958, 0.030)  0.02
H (-1.880, 2.169, 0.156)  0.00
H (-0.956, 0.810, -1.940)  0.08
H (-2.543, 0.306, -1.353)  0.08
H (-1.310, -0.908, -1.707)  0.07
H (-2.756, -0.423, 1.199)  0.09
H (-1.253, -0.875, 1.997)  0.09
H (-1.812, -1.771, 0.567)  0.08

Properties
E_LUMO (spin up / spin down)   -0.7050 / -0.7049 eV
ΔE to the lowest compared entry with this formula, charge and spin   120.5 kcal per mole
HOMO level (spin up / spin down)   -0.269 / -0.269 Eh

***

Let's list DFT total energy in order: -83083.743, -69817.360, -80868.619, -51558.974, -28540.940, -31362.026, -15204.702, -22070.572, -10995.990, -10994.979 eV.